1.
{
  "formula": "C23H29N3O4S",
  "method": "ωB97M-V/def2-TZVPD",
  "total_energy_ev": -47817.161,
  "orbital_gap_ev": 9.0,
  "homo_energy_ev": -8.54,
  "relative_energy_kcal_mol": 47.5,
  "elements": ["O", "C", "N", "C", "C", "C", "C", "C", "S", "O", "O", "N", "C", "C", "O", "C", "C", "C", "C", "C", "C", "C", "C", "C", "C", "N", "C", "C", "C", "C", "C", "H", "H", "H", "H", "H", "H", "H", "H", "H", "H", "H", "H", "H", "H", "H", "H", "H", "H", "H", "H", "H", "H", "H", "H", "H", "H", "H", "H", "H"],
  "coordinates": [[3.1835, 2.1134, -1.1205], [2.0542, 1.8489, -0.7675], [1.1345, 2.8714, -0.7258], [-0.2228, 2.9100, -0.4250], [-0.7459, 4.0814, 0.1339], [-2.0891, 4.1873, 0.4394], [-2.9468, 3.1238, 0.1963], [-2.4276, 1.9797, -0.3734], [-3.4645, 0.5659, -0.7310], [-3.1410, 0.0557, -2.0293], [-4.8317, 0.9170, -0.4568], [-2.8417, -0.5136, 0.3986], [-3.3245, -0.2974, 1.7489], [-4.6824, -0.9736, 1.9697], [-4.6272, -2.3421, 1.6289], [-4.2557, -2.5140, 0.2780], [-2.8741, -1.9126, 0.0136], [-1.0930, 1.8566, -0.6968], [1.6217, 0.4826, -0.2370], [1.0868, -0.4269, -1.3248], [0.5571, -1.6562, -0.9501], [0.0469, -2.5176, -1.9027], [0.0527, -2.1562, -3.2398], [0.5852, -0.9375, -3.6197], [1.1062, -0.0768, -2.6681], [2.6758, -0.2008, 0.4964], [3.7993, -0.6745, -0.2965], [4.5934, -1.6837, 0.5278], [5.1035, -1.0214, 1.8030], [3.9222, -0.4324, 2.5658], [3.1422, 0.5216, 1.6641], [1.5608, 3.7768, -0.8976], [-0.0844, 4.9140, 0.3255], [-2.4697, 5.1013, 0.8687], [-4.0008, 3.1737, 0.4160], [-3.4049, 0.7785, 1.9078], [-2.5817, -0.7135, 2.4377], [-4.9687, -0.9338, 3.0221], [-5.4369, -0.4615, 1.3574], [-4.2566, -3.5901, 0.0972], [-4.9896, -2.0258, -0.3806], [-2.6232, -1.9587, -1.0453], [-2.1150, -2.4380, 0.6009], [-0.7743, 0.9557, -1.1914], [0.8141, 0.6543, 0.4909], [0.5614, -1.9277, 0.0943], [-0.3580, -3.4732, -1.6031], [-0.3545, -2.8242, -3.9836], [0.5977, -0.6526, -4.6609], [1.5297, 0.8684, -2.9753], [3.4102, -1.1515, -1.1981], [4.4583, 0.1526, -0.5972], [5.4259, -2.0639, -0.0660], [3.9427, -2.5209, 0.7863], [5.6333, -1.7455, 2.4250], [5.8023, -0.2231, 1.5425], [4.2649, 0.1026, 3.4533], [3.2578, -1.2380, 2.8830], [2.2736, 0.9139, 2.2034], [3.7888, 1.3721, 1.3877]],
  "forces_ev_per_a": [[0.1564, -0.2061, -0.0830], [-0.1770, 0.2824, 0.2196], [0.3114, 0.5437, -0.1963], [-0.7019, -0.2164, 0.1229], [0.0059, -0.1050, -0.0241], [0.0475, -0.0495, -0.0758], [-0.2188, -0.0762, -0.0343], [-0.3635, -0.2397, 0.0363], [0.3371, 0.0660, 0.3417], [0.2364, -0.0953, -0.0204], [0.1498, 0.1671, 0.1799], [-0.1994, 0.6480, -0.7782], [-0.3996, 0.0223, 0.4449], [0.0553, 0.2945, 0.0954], [0.0484, -0.1547, 0.1280], [0.2589, -0.0408, -0.1717], [-0.3487, -0.4549, -0.3189], [0.2671, 0.1944, -0.0529], [0.1758, -0.3044, 0.1087], [0.0033, 0.0689, -0.0972], [0.0047, 0.0877, -0.0156], [0.0078, -0.0450, 0.0491], [0.0051, -0.0204, -0.1112], [-0.0319, -0.0252, -0.1150], [0.0160, -0.0140, 0.1668], [-0.1744, 0.2640, -0.1171], [0.2473, -0.3817, -0.0983], [0.1023, 0.2167, -0.0910], [-0.1924, -0.2123, 0.0573], [0.1312, 0.2532, -0.0677], [-0.0446, -0.0921, 0.3705], [0.0220, -0.2509, -0.0438], [0.0876, 0.0691, 0.0500], [-0.0305, 0.0722, 0.0375], [-0.1261, 0.0571, 0.0559], [0.0198, 0.0021, 0.2461], [-0.0346, 0.0884, -0.0388], [0.0191, 0.0857, -0.0621], [0.0454, -0.0863, 0.1512], [-0.0019, 0.0766, -0.0920], [0.0073, -0.1037, 0.0228], [0.0629, -0.2355, 0.0661], [-0.0100, 0.0447, -0.0469], [0.1405, -0.0562, -0.0542], [0.0918, 0.0102, -0.1214], [0.0028, -0.0468, 0.1537], [-0.0456, -0.0840, 0.0322], [-0.0367, -0.0580, -0.0689], [-0.0048, 0.0190, -0.0946], [0.0498, 0.0998, -0.0536], [0.0886, 0.0591, 0.0031], [-0.0817, -0.0752, -0.0315], [0.0040, -0.0512, -0.0314], [-0.0148, -0.0920, -0.0232], [0.0727, 0.0432, 0.0041], [0.0832, 0.0265, 0.0088], [-0.0244, -0.0067, 0.0516], [-0.0514, -0.0081, 0.0691], [0.0203, 0.0328, -0.0395], [-0.0712, -0.0071, -0.0029]],
  "mulliken_charge": [-0.65, -0.62, 0.10, 0.02, -0.58, -0.86, -0.28, -0.81, 1.57, -0.71, -0.73, 0.30, -0.67, -0.52, -0.43, -0.63, -0.73, 0.38, 0.45, -1.30, -0.25, -1.09, -0.38, -0.99, 0.57, 0.60, -0.56, -0.80, -0.71, -0.77, -0.71, 0.30, 0.42, 0.39, 0.57, 0.39, 0.38, 0.39, 0.33, 0.39, 0.33, 0.42, 0.27, 0.42, 1.05, 0.62, 0.45, 0.41, 0.42, 0.47, 0.34, 0.26, 0.38, 0.29, 0.36, 0.32, 0.39, 0.30, 0.34, 0.36]
}

***

2.
{
  "formula": "C23H29N3O6S",
  "method": "ωB97M-V/def2-TZVPD",
  "total_energy_ev": -51912.451,
  "orbital_gap_ev": 9.5,
  "homo_energy_ev": -9.00,
  "relative_energy_kcal_mol": 31.5,
  "elements": ["C", "O", "C", "C", "C", "C", "S", "O", "O", "N", "C", "C", "O", "N", "C", "C", "O", "N", "C", "C", "C", "C", "C", "O", "C", "C", "C", "C", "C", "C", "C", "C", "C", "H", "H", "H", "H", "H", "H", "H", "H", "H", "H", "H", "H", "H", "H", "H", "H", "H", "H", "H", "H", "H", "H", "H", "H", "H", "H", "H", "H", "H"],
  "coordinates": [[5.0350, -3.7968, 0.5778], [3.7903, -4.4168, 0.3446], [2.7462, -3.6595, -0.0584], [2.8077, -2.2887, -0.3092], [1.6691, -1.6108, -0.7098], [0.4798, -2.2961, -0.8631], [-0.9820, -1.3823, -1.3024], [-2.1021, -2.2602, -1.4333], [-1.1442, -0.2779, -0.3826], [-0.6374, -0.7473, -2.8407], [-1.1638, 0.6007, -2.9254], [-0.3010, 1.5179, -2.0597], [0.8820, 1.2377, -1.9062], [-0.8495, 2.6200, -1.5195], [0.0264, 3.4786, -0.7497], [0.2671, 3.1186, 0.7247], [0.7336, 3.9574, 1.4737], [-0.0365, 1.8683, 1.0870], [0.2608, 1.3469, 2.3978], [1.4080, 0.3254, 2.3172], [2.7228, 0.9795, 1.8479], [3.7547, 0.4575, 2.8472], [2.8838, 0.2436, 4.0833], [1.6609, -0.2608, 3.5866], [-2.2486, 2.9927, -1.6767], [-3.1927, 2.1516, -0.8477], [-3.1102, 2.1719, 0.5383], [-3.9286, 1.3593, 1.3007], [-4.8507, 0.5286, 0.6884], [-4.9706, 0.5351, -0.6896], [-4.1488, 1.3456, -1.4525], [0.4030, -3.6578, -0.6256], [1.5328, -4.3384, -0.2280], [5.7002, -4.5920, 0.9096], [4.9619, -3.0364, 1.3608], [5.4370, -3.3465, -0.3347], [3.7299, -1.7427, -0.1935], [1.7009, -0.5494, -0.9076], [0.3701, -0.7167, -2.9595], [-1.1259, 0.9317, -3.9679], [-2.1919, 0.5552, -2.5786], [1.0185, 3.4467, -1.2166], [-0.3334, 4.5086, -0.7867], [-0.4187, 1.1976, 0.4294], [0.5440, 2.1843, 3.0406], [-0.6257, 0.8543, 2.8058], [1.0931, -0.4858, 1.6470], [2.6399, 2.0639, 1.9224], [2.9593, 0.7226, 0.8185], [4.1641, -0.4980, 2.5156], [4.5701, 1.1545, 3.0239], [2.7231, 1.1958, 4.6087], [3.2809, -0.4900, 4.7865], [-2.5210, 2.9272, -2.7353], [-2.3362, 4.0391, -1.3715], [-2.4012, 2.8247, 1.0235], [-3.8440, 1.3750, 2.3770], [-5.4800, -0.1162, 1.2831], [-5.6984, -0.0975, -1.1749], [-4.2638, 1.3558, -2.5286], [-0.5455, -4.1533, -0.7546], [1.5098, -5.3981, -0.0317]],
  "forces_ev_per_a": [[0.2436, 0.1108, 0.0410], [-0.3464, -0.0991, -0.0772], [-0.2311, 0.0089, -0.0665], [0.1648, -0.0982, 0.0579], [0.0890, 0.0292, 0.0072], [-0.4279, 0.4735, -0.3272], [0.1630, -0.3457, -0.2761], [0.0526, -0.2686, -0.0272], [0.0583, -0.1629, 0.0334], [0.0884, -0.5966, 0.5813], [-0.0283, 0.0958, 0.1321], [0.0564, 0.1334, -0.3650], [0.1299, 0.0502, -0.0898], [0.1879, 0.2331, 0.1718], [0.4696, 0.2244, 0.1131], [-0.2053, 0.0099, -0.4208], [0.1993, 0.3204, 0.0961], [0.0423, -0.4011, 0.0171], [0.2015, -0.2388, 0.3537], [-0.2899, 0.2253, -0.3566], [-0.0644, -0.1099, 0.0931], [-0.2184, -0.0760, 0.1419], [0.3094, 0.0753, 0.0718], [-0.1880, -0.0663, 0.0263], [-0.3549, -0.1334, -0.0539], [-0.1609, 0.0896, -0.0732], [-0.0851, 0.0599, -0.0409], [0.0616, 0.0504, 0.0875], [-0.0682, -0.0724, -0.0169], [-0.0852, -0.0912, 0.0001], [0.0340, 0.1488, 0.0380], [-0.0678, -0.1103, -0.0428], [0.1540, 0.0696, 0.0669], [-0.0182, 0.0947, -0.0243], [-0.0125, -0.0122, -0.0337], [-0.0309, -0.0083, 0.0347], [0.0997, 0.0449, 0.0238], [0.0669, 0.1450, 0.0174], [0.1337, -0.0584, 0.0455], [-0.0768, -0.0093, 0.1142], [-0.0360, 0.2666, -0.2026], [-0.1622, 0.1015, 0.1194], [0.0071, -0.1308, 0.0502], [0.0707, 0.2598, -0.0529], [-0.0648, -0.1284, -0.0182], [0.0197, 0.0527, 0.0380], [0.0687, 0.1042, 0.0741], [-0.0016, 0.0534, -0.0695], [0.0247, 0.0475, -0.0917], [0.0524, -0.0346, 0.0205], [0.0778, 0.0136, -0.0127], [0.0423, -0.0582, 0.0050], [0.0012, 0.0851, 0.0050], [-0.0486, 0.0866, 0.1056], [0.0513, -0.1038, -0.1536], [0.0466, 0.0476, 0.0740], [-0.0006, 0.0051, 0.1012], [-0.0551, -0.0492, 0.0519], [-0.0640, -0.0603, -0.0334], [0.0387, -0.0113, -0.1059], [-0.0829, -0.1609, 0.0000], [-0.0311, -0.1204, 0.0215]],
  "mulliken_charge": [-0.74, -0.45, 0.78, -0.51, -0.65, -0.31, 1.35, -0.76, -0.55, -0.40, -0.42, 0.59, -0.71, 0.29, -1.11, 0.82, -0.72, 1.09, -1.31, 0.93, -0.46, -0.25, -0.59, -0.54, -1.21, 0.57, -0.16, -0.79, -0.47, -0.78, -0.27, -0.40, -0.77, 0.25, 0.26, 0.32, 0.43, 0.44, 0.42, 0.32, 0.19, 0.32, 0.37, -0.51, 0.58, 0.17, -0.23, 0.44, 0.20, -0.15, 0.40, 0.28, 0.38, 0.40, 0.46, 0.47, 0.42, 0.41, 0.39, 0.48, 0.55, 0.46]
}